Density functional theory data (wB97M-V/def2-TZVPD) for a cluster of 2 separate species, C2H7S in total at a distorted geometry.

```
10
Properties=species:S:1:pos:R:3
C 1.417 0.275 1.213
H 1.792 0.801 0.344
H 0.800 -0.547 0.868
H 2.209 -0.127 1.842
H 0.830 0.961 1.817
C -1.281 -0.228 -1.133
S -2.828 -0.823 -1.957
H -0.709 0.335 -1.866
H -0.699 -1.087 -0.816
H -1.531 0.441 -0.311
```

The value obtained for the HOMO energy is -0.0710 Eh. The value obtained for the LUMO energy is 3.7 eV. The value obtained for the frontier orbital gap is 5.598 eV. Its charge is -1.

Density functional theory data (wB97M-V/def2-TZVPD) for a cluster of 2 separate species, C2H7S2 in total at a distorted geometry.

```
11
Properties=species:S:1:pos:R:3
C -0.268 1.365 0.080
S -0.811 2.806 -0.947
H -0.953 1.118 0.972
H -0.172 0.413 -0.547
H 0.728 1.522 0.464
H 0.335 2.911 -1.665
C 0.194 -2.150 0.295
S 1.380 -0.949 1.072
H -0.572 -1.423 -0.131
H 0.647 -2.867 -0.565
H -0.508 -2.745 0.972
```

The value obtained for the HOMO energy (alpha / beta) is -0.3361 / -0.3343 Eh. As for the spin multiplicity: 2. The value obtained for the LUMO energy (alpha / beta) is 0.9 / -2.0 eV. The value obtained for the frontier orbital gap (alpha / beta) is 10.010 / 7.124 eV.

Density functional theory data (wB97M-V/def2-TZVPD) for a cluster of 2 separate species, C2H7S3 in total at a distorted geometry.

```
12
Properties=species:S:1:pos:R:3
C -1.794 -0.256 1.898
S -2.300 -1.987 1.653
H -1.623 -0.246 2.987
H -2.651 0.392 1.735
H -0.863 0.215 1.588
C 1.551 1.263 -1.982
S 1.442 -0.113 -0.856
S 2.598 -1.534 -1.923
H 0.994 2.124 -1.598
H 2.578 1.557 -2.215
H 1.110 0.964 -2.937
H -1.042 -2.378 1.650
```

The value obtained for the HOMO energy is -0.0805 Eh. The value obtained for the LUMO energy is 3.1 eV. The value obtained for the frontier orbital gap is 5.282 eV. Its charge is -1.

Which ΔE to the lowest compared entry with this formula, charge and spin belongs to each record? In order, 48.27; 85.23; 87.59 kJ/mol.
Which E belongs to each record? In order, -13023.11711; -23855.63355; -34693.91738 eV.